No. 1
DFT (ωB97M-V with the def2-TZVPD basis set) results for 8 unconnected molecules or ions with the total composition C18H36Br18 in a non-equilibrium geometry.

Atoms and positions in Å:
Br -3.173 0.761 -5.996
C -1.631 -2.278 5.162
Br 0.382 -0.257 -6.831
H -5.485 -2.406 -2.652
Br 2.767 3.182 -4.652
H 4.478 3.999 -2.404
Br -7.559 1.886 -0.298
C -3.432 -2.554 -3.139
H -2.792 -2.602 -4.017
C 4.088 -2.147 3.668
Br 3.465 5.986 -1.061
H 3.436 -3.229 2.004
Br 4.227 -1.052 1.045
C 3.321 -2.206 2.355
C -0.315 -4.138 -0.557
C -4.973 1.185 0.560
C -4.886 -2.466 -3.559
H -0.801 -1.816 7.090
H -3.210 -3.381 -2.476
Br 0.011 -1.486 1.502
C 3.468 4.341 -2.203
H 0.020 -5.065 -0.100
Br -3.027 1.525 0.653
H -2.663 -2.107 5.461
H -1.500 1.753 -4.234
H -1.096 -3.349 1.343
H 5.132 -2.405 3.520
Br 3.926 2.826 0.953
Br -1.802 -3.835 3.974
Br -2.971 -4.636 0.301
C -5.715 2.448 0.259
C 2.630 4.683 -3.406
H -0.840 -3.449 6.926
H 3.629 -2.840 4.369
Br 3.906 -0.334 4.468
Br 6.301 4.809 4.374
H -1.067 -0.917 -4.911
H -1.131 1.910 -5.947
H -1.024 -0.006 -0.288
H -0.345 0.845 1.071
H 4.535 3.231 3.803
C -0.714 -2.569 6.299
H -0.768 -4.339 -1.524
H -1.618 -2.524 -0.180
H -1.297 -1.385 4.642
H 0.284 0.235 -4.436
C -0.152 0.054 0.352
C 5.468 3.455 3.271
Br 1.186 -2.507 5.671
C 1.081 0.302 -0.495
Br 1.243 -2.975 -0.627
C -1.369 -3.466 0.303
H 3.000 3.536 -1.651
H 2.322 -1.826 2.528
C -0.534 0.004 -5.110
H 6.061 4.201 1.383
H 1.585 4.853 -3.169
Br -3.088 -0.921 -2.120
H -5.135 0.518 -0.286
Br 0.650 1.692 -1.811
Br -5.430 -4.133 -4.437
C -1.447 1.214 -5.176
C 5.125 4.013 1.907
H -5.345 3.015 -0.585
H 5.955 2.499 3.456
H 4.614 4.961 2.038
H 1.827 0.714 0.180
H 2.991 5.456 -4.074
H 1.454 -0.628 -0.913
H -5.866 3.072 1.134
H -5.094 -1.584 -4.155
H -5.274 0.652 1.454

Values from the calculation:
- HOMO (eV) = -9.066
- HOMO-LUMO gap (eV) = 9.2
- 2S+1 = 1

No. 2
DFT (ωB97M-V with the def2-TZVPD basis set) results for 4 unconnected molecules or ions with the total composition C18H36BrIN3O8P in a non-equilibrium geometry.

Atoms and positions in Å:
C 2.560 0.338 -7.657
C -5.780 1.027 -3.213
N 0.242 1.054 -7.470
C 1.674 -1.388 -5.069
H 3.528 0.293 -7.153
C -4.515 -0.910 -4.503
H 3.410 2.349 6.673
C 1.200 0.178 7.281
O 0.918 -0.197 -4.957
O -6.897 0.628 -3.270
H 1.294 -2.090 -4.327
H 0.897 2.466 4.983
H 2.086 -3.591 3.265
H 0.387 3.046 8.580
H -1.105 -2.646 0.741
H 1.885 2.258 -7.047
C 1.434 3.225 8.326
H -0.391 1.721 -7.039
C 1.817 -0.385 2.768
C -4.690 -2.374 -4.169
H 2.722 0.737 -8.657
O -4.667 -3.191 -5.032
H 1.286 -2.051 0.018
H -0.110 0.149 -7.169
H 2.190 -0.680 -7.776
H 2.795 -0.855 2.903
H 0.668 -2.731 3.877
N 3.068 3.295 6.525
C 1.003 -3.485 3.166
H -5.165 -0.670 -5.334
H -3.521 -0.834 -4.924
H -0.167 2.141 6.343
H -3.612 -1.550 -0.609
O -5.450 2.121 -2.418
H -0.894 -1.843 2.107
H 0.735 -4.045 1.134
C 1.582 0.980 -5.374
O 1.226 -0.744 1.531
H 0.188 0.372 7.646
H 1.222 4.251 6.478
O -2.816 -1.020 -0.504
O -3.328 2.674 -1.905
H 1.161 -0.638 3.603
H 1.547 -1.845 -6.053
H 1.947 0.697 2.773
P -2.304 -0.583 -2.010
O 1.484 0.915 6.106
C 1.493 -2.058 1.092
C -4.607 0.143 -3.469
C -4.132 1.817 -2.068
H 1.035 1.801 -4.903
N -0.809 -2.772 1.705
H 3.207 3.454 5.532
I -0.417 0.777 -1.439
H 2.036 2.441 8.783
H 0.546 -4.429 3.462
C 0.611 -3.138 1.733
H 1.928 0.392 8.067
Br -4.912 -2.932 -2.325
C 1.579 1.220 -6.891
C 1.631 3.295 6.815
C 0.888 2.196 6.042
H 2.602 1.007 -4.969
H 2.736 -1.214 -4.874
C -3.740 0.442 -2.509
H 1.734 4.166 8.787
H 2.561 -2.291 1.206
H 1.284 -0.881 7.033

Values from the calculation:
- HOMO (eV) = -9.060
- HOMO-LUMO gap (eV) = 7.7
- 2S+1 = 1

No. 3
DFT (ωB97M-V with the def2-TZVPD basis set) results for 7 unconnected molecules or ions with the total composition C18H36Cl4N3O8 in a non-equilibrium geometry.

Atoms and positions in Å:
H 4.807 -1.684 -4.321
C 4.507 -1.897 -3.295
H 3.156 1.376 -1.740
H -3.298 -0.352 3.912
H -3.387 -2.615 2.881
Cl -0.724 -5.860 0.211
C 0.460 3.793 0.798
C -4.126 -1.892 2.537
H -0.986 6.980 -1.342
N 2.160 1.283 -1.879
C -1.504 -1.742 -0.194
C -2.035 -0.476 -0.948
H -1.653 -1.478 0.853
N 2.157 -1.883 -2.938
C -6.076 -1.328 3.348
O -7.293 -1.380 3.655
H -1.736 7.046 0.302
H 0.465 -4.447 1.813
Cl 0.479 2.369 3.971
H 2.129 -0.452 -0.654
C 1.394 1.792 -2.854
N -0.060 6.102 0.404
O -5.347 -0.263 3.577
O -0.710 4.522 -1.119
H 5.164 -2.506 -2.674
H -1.222 0.981 3.245
H 1.469 2.503 -4.849
H -0.419 -1.846 -0.178
H -1.969 -2.714 -0.358
H 0.623 6.222 1.139
H 0.111 -3.709 0.410
H 2.541 -4.253 0.523
C -0.629 1.044 4.157
C -0.819 7.149 -0.279
O -1.773 0.600 -0.347
H -0.468 8.166 -0.100
H -1.067 1.257 5.132
H 3.122 2.027 -4.183
H 2.366 3.435 -3.641
H -0.185 2.926 0.651
H 1.401 0.910 0.144
O 0.158 1.634 -2.939
C 3.263 -2.632 -3.147
C -0.095 4.842 -0.088
H 4.640 -0.988 -2.710
C 1.616 0.492 -0.839
H -4.301 -1.892 1.461
C 2.128 2.428 -3.984
H 0.106 -1.719 -3.292
H -3.629 0.152 2.315
H 2.090 -0.896 -3.138
Cl 0.222 -1.168 2.809
H 1.727 -4.598 -1.006
H 0.997 -0.338 4.757
H 1.517 3.691 0.551
H 0.686 -3.269 -3.403
Cl 2.347 -6.655 0.113
H 0.595 -2.516 -1.741
C 0.823 -2.373 -2.797
C 1.802 -4.893 0.041
C 0.495 -4.672 0.747
C -4.018 -0.490 3.106
C 0.004 -0.360 4.307
H 0.658 0.123 -1.206
H 0.254 4.226 1.776
O -5.368 -2.347 2.997
O -2.418 -0.533 -2.124
H -0.616 -1.107 4.803
O 3.291 -3.850 -3.138

Values from the calculation:
- net charge = -1
- HOMO (eV) = -4.450
- HOMO-LUMO gap (eV) = 6.5
- 2S+1 = 1

No. 4
DFT (ωB97M-V with the def2-TZVPD basis set) results for 7 unconnected molecules or ions with the total composition C18H36Cl6O12 in a non-equilibrium geometry.

Atoms and positions in Å:
O 13.572 13.300 21.364
C 14.097 11.984 21.353
C 15.355 8.503 10.264
O 10.781 13.678 11.656
H 13.064 12.186 17.592
H 10.571 14.112 13.745
H 6.596 12.772 15.767
H 7.509 12.404 14.259
C 12.161 12.053 17.016
Cl 8.259 14.429 15.220
C 17.604 12.068 10.926
C 7.540 12.823 15.215
H 11.220 15.331 12.626
H 7.944 11.481 16.872
Cl 13.989 11.859 14.908
O 12.234 14.846 20.721
O 10.866 11.998 10.278
Cl 9.057 10.566 14.923
C 17.090 13.239 12.939
O 15.310 7.755 11.206
H 18.135 11.412 11.676
H 15.393 6.176 9.085
C 11.064 12.392 11.524
H 11.415 11.445 17.541
H 14.531 11.827 22.325
H 10.195 15.412 20.710
H 12.723 10.289 16.073
H 15.211 10.197 12.296
H 14.797 15.539 13.453
C 14.421 10.211 11.445
Cl 15.389 14.131 18.906
H 13.628 9.573 11.849
Cl 11.647 13.739 16.665
O 11.933 12.796 19.883
O 16.307 14.122 13.579
H 16.246 6.980 7.593
C 12.532 13.559 20.597
H 14.694 11.664 20.443
C 12.490 11.285 15.708
H 11.800 10.008 10.544
H 16.014 15.119 16.995
O 16.759 13.093 11.654
C 15.025 14.864 17.272
O 15.894 8.245 9.061
H 14.090 11.202 11.283
H 12.212 14.114 13.189
H 10.695 14.523 19.246
C 15.181 14.712 12.814
H 13.126 15.775 17.770
H 11.766 11.272 14.935
H 13.217 11.312 21.308
H 16.853 11.461 10.377
H 14.131 16.606 16.513
H 14.564 14.056 16.676
H 9.395 12.404 16.359
H 17.091 6.576 9.083
C 16.136 6.881 8.676
C 8.455 11.894 16.020
O 17.932 12.635 13.572
O 11.528 11.725 12.482
H 14.447 13.904 12.668
H 18.416 12.568 10.399
H 12.176 11.025 9.112
H 10.495 10.321 9.224
H 15.589 15.059 11.917
Cl 14.872 17.246 18.592
H 11.190 16.148 19.434
O 14.832 9.735 10.207
C 11.360 10.732 9.779
C 14.136 16.099 17.447
C 11.178 14.300 12.878
C 10.957 15.255 19.948

Values from the calculation:
- HOMO (eV) = -10.327
- HOMO-LUMO gap (eV) = 10.8
- 2S+1 = 1